No. 1
{
  "formula": "C39H61Br2N4O31SSi2",
  "method": "ωB97M-V/def2-TZVPD",
  "charge": -1,
  "e_homo_ev": -4.6,
  "symbols": ["C", "O", "C", "C", "C", "Si", "C", "O", "Si", "C", "C", "N", "N", "N", "N", "C", "S", "C", "O", "O", "C", "Br", "C", "C", "Br", "H", "H", "H", "H", "H", "H", "H", "H", "H", "H", "H", "H", "H", "H", "H", "H", "H", "H", "H", "H", "H", "H", "H", "H", "H", "C", "C", "O", "C", "O", "O", "H", "H", "H", "H", "C", "C", "O", "C", "O", "O", "H", "H", "H", "H", "C", "C", "O", "C", "O", "O", "H", "H", "H", "H", "C", "C", "O", "C", "O", "O", "H", "H", "H", "H", "C", "C", "O", "C", "O", "O", "H", "H", "H", "H", "C", "C", "O", "C", "O", "O", "H", "H", "H", "H", "C", "C", "O", "C", "O", "O", "H", "H", "H", "H", "C", "C", "O", "C", "O", "O", "H", "H", "H", "H", "C", "C", "O", "C", "O", "O", "H", "H", "H", "H"],
  "xyz": [[-4.50945, -3.91577, 0.27898], [-4.46340, -2.76375, -0.53757], [-4.56897, -3.00899, -1.92591], [-3.55901, -2.21787, -2.78171], [-2.66433, -1.20376, -2.03576], [-0.90087, -1.81604, -1.71695], [-1.00693, -3.67912, -1.62596], [0.00795, -1.10829, -2.90099], [1.25350, -1.68848, -3.84401], [1.05976, -3.43479, -4.50140], [1.77677, -4.59145, -3.77217], [0.91119, -5.80507, -3.71633], [2.96369, -4.91414, -4.58593], [2.26924, -4.23494, -2.44455], [2.91176, -1.41110, -3.16853], [3.03379, -1.28783, -1.99800], [3.46328, -1.47455, -0.47825], [1.22801, -0.53469, -5.37199], [0.99657, -0.99251, -6.51069], [1.47739, 0.68760, -5.04234], [-0.37786, -1.21665, 0.03424], [-1.71467, -1.73143, 1.36268], [-0.03026, 0.27182, 0.07325], [0.90272, 0.67781, 1.22068], [-1.64452, 1.41517, 0.17098], [-5.07504, -4.73296, -0.16811], [-3.49216, -4.22677, 0.53944], [-4.99008, -3.65289, 1.21971], [-5.58113, -2.72380, -2.23665], [-4.48790, -4.07942, -2.14062], [-2.97880, -2.91440, -3.38883], [-4.14088, -1.63988, -3.49737], [-3.12859, -0.81117, -1.13612], [-2.56213, -0.34900, -2.71086], [-1.79791, -3.88119, -0.89901], [-0.10129, -4.13639, -1.22773], [-1.31658, -4.16618, -2.54857], [1.42110, -3.38239, -5.52750], [-0.01466, -3.61823, -4.59554], [0.67405, -6.04344, -2.76050], [0.02956, -5.63300, -4.18071], [2.62486, -5.14525, -5.51268], [3.31400, -5.80538, -4.24782], [1.83315, -4.77965, -1.71103], [3.25660, -4.45415, -2.39778], [0.48866, -1.80656, 0.33088], [0.39749, 0.54298, -0.88914], [1.87998, 0.89892, 0.80079], [0.99123, -0.10146, 1.97177], [0.55703, 1.59439, 1.69061], [1.75680, 3.96688, -3.68772], [0.33969, 3.48822, -3.49754], [-0.07787, 4.21312, -2.32031], [0.67964, 5.31955, -2.22697], [0.48496, 6.23079, -1.48008], [1.70781, 5.28364, -3.10307], [2.05675, 4.02023, -4.72901], [2.47679, 3.35847, -3.14045], [-0.31597, 3.76733, -4.32279], [0.28365, 2.41301, -3.34554], [-6.10158, 1.51539, -6.27288], [-5.26408, 0.26614, -6.09672], [-5.45050, -0.02969, -4.71063], [-6.61733, 0.52876, -4.30638], [-7.14211, 0.32463, -3.26461], [-7.10808, 1.35203, -5.26992], [-6.55490, 1.59381, -7.25770], [-5.53969, 2.42694, -6.06243], [-5.63207, -0.57392, -6.68879], [-4.21026, 0.42075, -6.31343], [2.78992, 2.14236, 6.23447], [1.71155, 2.44618, 5.23136], [2.06880, 1.61650, 4.12847], [2.81504, 0.58658, 4.59261], [3.12596, -0.37025, 3.96832], [3.15972, 0.79767, 5.90005], [2.44047, 2.20256, 7.26344], [3.66531, 2.78431, 6.11553], [0.71961, 2.15768, 5.58137], [1.69440, 3.49124, 4.93309], [-1.20993, 4.86244, 7.50703], [-0.08454, 5.84534, 7.26402], [0.82577, 5.54458, 8.33605], [0.59443, 4.27395, 8.73861], [1.29219, 3.66209, 9.48172], [-0.52612, 3.78377, 8.16279], [-1.68495, 4.51746, 6.59126], [-1.97058, 5.25564, 8.18377], [0.42186, 5.67028, 6.31316], [-0.39975, 6.88365, 7.31273], [-8.21813, -5.93643, 0.97583], [-8.98508, -6.37933, 2.20464], [-7.97302, -6.37514, 3.21250], [-6.98803, -5.52316, 2.82254], [-6.08996, -5.17372, 3.50945], [-7.17889, -5.13308, 1.53730], [-8.81723, -5.35104, 0.28327], [-7.76563, -6.77313, 0.43995], [-9.76623, -5.67071, 2.48631], [-9.42035, -7.37053, 2.10616], [4.78025, -5.48800, -8.40197], [5.77731, -6.61638, -8.57796], [5.76542, -7.24018, -7.29072], [4.58313, -6.94842, -6.69157], [4.19133, -7.43505, -5.68451], [3.90809, -6.01548, -7.40160], [4.22546, -5.25718, -9.30723], [5.23920, -4.57468, -8.02094], [5.45516, -7.34526, -9.32442], [6.77827, -6.27164, -8.82374], [5.24478, -0.59562, 7.98352], [4.46721, -1.05305, 9.19868], [5.44885, -0.97097, 10.23967], [6.39442, -0.07726, 9.86080], [7.25186, 0.33662, 10.56984], [6.22615, 0.27573, 8.56619], [4.63489, -0.06369, 7.25941], [5.75892, -1.41868, 7.48392], [3.64008, -0.38367, 9.44239], [4.09066, -2.06843, 9.11077], [-1.17361, 6.81372, 1.54280], [-0.27048, 5.61240, 1.43143], [-0.30052, 5.08652, 2.77445], [-1.43575, 5.51255, 3.36503], [-1.82485, 5.13891, 4.43167], [-2.06335, 6.43289, 2.61260], [-1.72732, 7.00828, 0.62859], [-0.64100, 7.71045, 1.83734], [-0.66875, 4.86032, 0.74909], [0.73427, 5.86839, 1.13151], [4.78327, 7.59890, 1.03202], [3.99140, 7.31739, -0.22917], [2.66947, 7.12968, 0.28079], [2.57765, 7.77284, 1.46214], [1.56042, 7.95395, 2.05049], [3.79519, 8.18810, 1.88476], [5.61114, 8.28577, 0.87801], [5.15573, 6.68773, 1.50320], [3.98341, 8.16095, -0.92100], [4.32395, 6.42776, -0.75667]]
}

No. 2
{
  "formula": "C39H61GeN10O5SeY",
  "method": "ωB97M-V/def2-TZVPD",
  "relative_energy_ev": 0.618,
  "charge": -2,
  "e_homo_ev": -0.7,
  "symbols": ["Y", "N", "N", "C", "N", "N", "N", "O", "O", "H", "H", "H", "H", "H", "O", "C", "C", "O", "O", "C", "C", "C", "C", "C", "C", "C", "C", "C", "C", "C", "C", "H", "H", "H", "H", "H", "H", "H", "H", "H", "H", "H", "C", "C", "C", "C", "C", "H", "H", "H", "H", "H", "H", "H", "H", "H", "H", "C", "Ge", "C", "C", "C", "Se", "C", "H", "H", "H", "H", "H", "H", "H", "H", "H", "H", "H", "H", "H", "H", "C", "N", "C", "N", "C", "N", "C", "N", "C", "C", "H", "H", "H", "H", "H", "H", "H", "H", "H", "H", "H", "H", "C", "C", "C", "C", "C", "C", "C", "C", "N", "H", "H", "H", "H", "H", "H", "H", "H", "H"],
  "xyz": [[-1.10970, 0.71006, -0.08241], [-0.20461, -0.22352, 2.16799], [0.55441, 0.66647, 2.95453], [0.25827, 2.01242, 2.67765], [0.79446, 2.92180, 3.55694], [-0.44407, 2.28039, 1.63665], [-0.93715, 3.62866, 1.50899], [0.04827, 4.54334, 1.73199], [-1.41109, 3.72373, 0.15445], [-1.14776, -0.35779, 2.53600], [0.27689, -1.11264, 2.14158], [0.51535, 0.46698, 3.94831], [0.66137, 2.70336, 4.53365], [0.50985, 3.86959, 3.18345], [1.86369, -2.05522, 0.74675], [1.05539, -3.21502, 0.61771], [-0.20582, -2.86091, -0.23037], [-0.86242, -3.79136, -0.69082], [-0.45932, -1.62168, -0.33267], [0.61362, -3.62641, 2.02445], [1.60589, -3.83984, 2.98052], [1.27373, -4.13440, 4.29153], [-0.06289, -4.21827, 4.66845], [-1.05384, -4.00728, 3.72393], [-0.71926, -3.71467, 2.40501], [1.85347, -4.32118, -0.05052], [3.03080, -4.03176, -0.72844], [3.74953, -5.04220, -1.35685], [3.29712, -6.35123, -1.31547], [2.11624, -6.64411, -0.64300], [1.40112, -5.63794, -0.01542], [1.32715, -1.35562, 0.33016], [2.64565, -3.75767, 2.68618], [2.05651, -4.29202, 5.02394], [-0.32632, -4.44079, 5.69551], [-2.09886, -4.05697, 4.00383], [-1.50717, -3.55077, 1.68028], [3.37696, -3.00775, -0.76464], [4.66501, -4.79901, -1.88297], [3.85586, -7.13918, -1.80634], [1.74727, -7.66238, -0.61270], [0.47331, -5.86270, 0.49387], [0.68655, 3.49237, -2.98426], [0.41883, 3.95440, -1.55236], [0.01286, 5.43288, -1.56826], [1.72004, 3.80860, -0.76878], [-0.69848, 3.07292, -0.96169], [1.47127, 4.10461, -3.44225], [-0.20867, 3.56655, -3.60916], [1.02998, 2.45384, -2.99005], [0.81578, 6.06059, -1.97690], [-0.20959, 5.75505, -0.55077], [-0.88344, 5.57728, -2.18016], [2.53050, 4.38896, -1.23298], [2.00828, 2.75256, -0.75373], [1.55758, 4.13836, 0.25758], [-1.52133, 3.13673, -1.69986], [3.99747, 1.63726, 3.67632], [4.61124, 2.92253, 2.33594], [6.48772, 3.37421, 2.75761], [3.55718, 4.55754, 2.38337], [4.62595, 2.16892, 0.50663], [3.52078, 0.58239, 0.22999], [4.75219, -0.66775, 1.06287], [3.68375, 2.18374, 4.56709], [4.78837, 0.93800, 3.95448], [3.13573, 1.08662, 3.29729], [6.55841, 3.82884, 3.74793], [6.88876, 4.08153, 2.02909], [7.11243, 2.47847, 2.74609], [3.62672, 5.01918, 3.37073], [2.50569, 4.35748, 2.17427], [3.92721, 5.26585, 1.63933], [5.64043, 1.91683, 0.19205], [4.24140, 2.92241, -0.17952], [5.02896, -0.30434, 2.05091], [5.64191, -0.79197, 0.44670], [4.22562, -1.61383, 1.16034], [-0.87164, -1.46692, -3.17323], [-1.59631, -0.27428, -2.68246], [-1.43017, 0.79949, -3.67854], [-1.91555, 0.42024, -5.00935], [-1.16936, -0.76450, -5.43154], [-1.32247, -1.88298, -4.50547], [-2.75112, -2.19714, -4.40327], [-3.53558, -1.05107, -3.95117], [-3.03987, -0.63118, -2.63655], [-3.32866, 0.04774, -4.88928], [-1.03609, -2.28513, -2.47850], [0.19679, -1.23606, -3.21289], [-0.37165, 1.04474, -3.75188], [-1.96512, 1.68457, -3.33328], [-0.10960, -0.50548, -5.50165], [-1.52244, -1.07257, -6.42066], [-2.87834, -3.01612, -3.69310], [-3.11430, -2.51435, -5.38590], [-3.16713, -1.43620, -1.91254], [-3.60418, 0.22864, -2.27792], [-3.89367, 0.91629, -4.54448], [-3.69840, -0.24789, -5.87609], [-3.96378, -2.03190, 1.41712], [-4.93571, -1.01072, 0.90671], [-6.30146, -1.22593, 0.96031], [-7.21407, -0.28818, 0.47843], [-6.71095, 0.89306, -0.06704], [-5.35369, 1.15164, -0.13947], [-4.82551, 2.43994, -0.70051], [-4.39424, 0.19889, 0.34679], [-3.08714, 0.40653, 0.26001], [-4.48187, -2.91750, 1.79831], [-3.34401, -1.61191, 2.22020], [-3.26197, -2.33418, 0.63210], [-6.66698, -2.15860, 1.38710], [-8.28152, -0.47228, 0.52397], [-7.40314, 1.64407, -0.44379], [-5.63713, 3.14882, -0.88944], [-4.28465, 2.28610, -1.64347], [-4.09240, 2.88822, -0.02509]]
}